19
Properties=species:S:1:pos:R:3:lowdin_charge:R:1 method="wB97M-V/def2-TZVPD" lumo_ha=0.03831 energy_ev=-5410.0447 homo_energy_ev=-10.6733 e_above_lowest_kcal_mol=46.2 smiles=CCC.CC
C 0.5750 2.7252 -0.6350 -0.08
C -0.1125 2.3170 0.7244 -0.31
C 0.3178 0.9989 1.1911 -0.16
H 0.0451 3.5335 -1.2239 0.09
H 1.4092 3.2875 -0.3986 0.04
H 0.5366 1.8778 -1.2275 0.04
H 0.4855 2.9651 1.3591 0.09
H -1.1402 2.4749 0.9375 0.09
H 0.2881 0.1364 0.5485 0.03
H 1.3506 0.8057 1.5351 0.09
H -0.5175 0.7296 1.9057 0.10
C -1.1773 -2.8079 -0.4818 -0.19
C 0.3745 -2.7134 -0.7310 -0.18
H -1.8452 -3.6281 -0.9780 0.08
H -1.2335 -3.0502 0.5993 0.04
H -1.7256 -1.7887 -0.7196 0.09
H 0.7998 -2.0399 0.1288 0.08
H 0.6189 -2.1934 -1.6273 0.03
H 0.9506 -3.6300 -0.9070 0.06